This record from OMol25 describes a cluster of 10 separate species, C43H95F4N2O16PS9Si in total at a distorted geometry. The level of theory is ωB97M-V/def2-TZVPD.

Structure (XYZ):
```
171
Properties=species:S:1:pos:R:3:forces:R:3
C 1.138829 2.925496 -1.945475 -0.9183 0.3211 -1.9944
C 1.496021 2.794379 -0.830164 0.7800 -0.6610 1.9362
C 1.860789 2.457709 0.544736 0.0642 0.9241 -0.0727
C 2.474814 1.061835 0.652258 -0.2736 0.7164 -0.2240
C 1.473032 0.131311 -0.085067 -0.1245 -0.6273 0.1627
C -0.046155 0.312991 0.106009 -0.3552 -0.2043 -0.3699
C -0.794015 -1.034776 0.071990 -0.4340 0.2322 -0.2438
C -1.908004 -1.034906 -0.965449 0.4728 0.0119 -0.2208
O -2.937021 -0.136078 -0.634244 -0.3193 -0.1404 0.0490
C -3.149193 0.916237 -1.558752 0.3489 0.6520 0.1483
C 3.942552 0.971573 0.002328 -0.7518 -1.2967 0.3596
C 3.907006 0.225946 -1.337942 0.8659 0.4558 -1.4563
C 5.272243 -0.152711 -1.968054 -1.2386 -1.0048 1.3699
C 5.975037 -1.366149 -1.437882 2.4580 2.6760 -0.3027
O 6.429780 0.090961 -1.284853 0.6208 0.2483 -0.5027
C 4.927854 2.164197 -0.199284 0.2463 0.2110 0.0062
C 4.882741 3.681894 -0.019259 0.1617 0.7469 0.1927
O 4.511587 4.203987 1.234438 -0.5441 -0.3886 0.2535
C 4.234737 4.538074 -1.140860 0.0773 0.5019 -0.0226
F 3.094452 5.161662 -0.756062 0.6776 -0.5474 -0.5461
F 4.060576 3.882809 -2.300828 -0.1494 0.3878 0.4870
F 5.122347 5.567763 -1.426069 -0.6121 -0.4225 0.0983
O 4.590099 0.001769 0.873288 0.8775 -0.1202 -0.1182
C 3.841476 -0.497488 1.931313 -0.7258 0.5923 -0.2235
F 4.588431 -0.546429 3.101322 0.2305 0.0551 -0.0513
Si 3.657725 -2.408430 1.639924 0.4879 -1.3135 0.4592
C 2.757011 -3.420151 2.947745 0.2666 0.4527 -0.3638
C 5.448846 -3.016423 1.871568 -0.0205 0.4072 -0.5683
C 3.139981 -3.098619 -0.034774 -0.1147 0.1239 -0.3061
C 2.686386 0.559894 2.113607 -0.2029 -0.6184 1.6888
N 3.048997 1.502991 3.214944 0.1235 1.0459 -0.9365
C 4.248473 2.216469 3.286467 0.4976 -0.1266 0.4908
C 4.260132 3.444816 4.175832 0.2426 0.1053 0.0061
O 5.274310 1.873977 2.757593 -0.0023 -0.0098 -0.4896
C 1.983385 2.190252 3.919545 -0.5761 0.1279 0.4071
C 1.819092 1.909854 5.397136 0.9048 -0.1667 -0.1820
O 1.268214 2.996672 3.399921 -0.0320 0.0183 -0.4036
P 1.321045 -0.564572 2.826633 -0.7310 -0.7097 -1.2042
N -0.090077 0.336541 3.164821 0.0723 -0.0385 0.5046
O 1.946907 -0.832170 4.320794 0.0426 0.4019 0.0384
H 0.662548 3.030749 -2.886084 -0.0186 0.1046 -0.2472
H 2.483285 3.253719 0.943707 0.2938 -0.1165 0.1706
H 0.943550 2.554329 1.115191 -0.0754 -0.3237 0.2545
H 1.621042 0.191545 -1.154322 0.1319 0.2681 -0.0904
H 1.683116 -0.906955 0.151178 0.2329 -0.0085 0.1868
H -0.359897 0.891770 0.962016 0.2187 0.0174 0.2306
H -0.426681 0.866284 -0.747206 0.1313 0.2986 -0.1013
H -0.129790 -1.851694 -0.210058 0.1535 -0.1445 0.2332
H -1.256760 -1.261150 1.031332 0.1675 -0.2122 0.2083
H -1.449010 -0.768632 -1.921913 -0.0968 0.1060 -0.1765
H -2.310844 -2.042424 -1.099141 -0.1978 -0.0747 0.1619
H -4.168859 1.272708 -1.504847 -0.2480 -0.2472 0.1485
H -2.504369 1.765202 -1.315197 0.1832 0.0343 -0.0479
H -2.964285 0.628001 -2.589018 -0.0043 -0.2283 -0.0957
H 3.450857 0.857863 -2.102467 -0.4517 0.1257 0.2022
H 3.387535 -0.720290 -1.309514 -0.3333 0.0588 0.2882
H 5.335539 -0.031375 -3.049160 -0.1017 0.0067 -0.0108
H 6.089825 -1.594696 -0.391815 -1.2204 -1.1139 0.0152
H 6.735447 -1.711904 -2.126175 -0.3093 -1.0480 0.0246
H 5.814602 1.834197 0.325766 0.0354 0.0350 0.3300
H 5.254797 2.134594 -1.235984 -0.1149 -0.1769 -0.1540
H 5.926776 3.977318 -0.143803 0.2334 -0.3578 -0.2447
H 4.599044 5.161508 1.217646 0.0261 0.0816 -0.0242
H 3.051934 -3.106183 3.941793 -0.1254 0.1304 0.1713
H 1.684930 -3.341908 2.821283 -0.2079 -0.2147 0.2290
H 3.073734 -4.459082 2.863434 -0.0223 -0.1472 -0.2369
H 5.742661 -3.650592 1.035182 -0.0671 -0.1829 -0.0731
H 6.161215 -2.194456 1.876934 0.1024 0.0901 0.2054
H 5.562239 -3.600389 2.779545 -0.0076 0.0654 0.2067
H 4.013334 -3.283904 -0.656186 0.1724 0.1515 -0.0635
H 2.705182 -4.081598 0.145434 -0.1009 -0.0862 0.1717
H 2.424357 -2.554801 -0.645179 -0.0929 0.0588 0.0432
H 4.044602 3.209021 5.214521 -0.1818 0.0139 0.0369
H 3.596590 4.213715 3.800315 -0.3535 0.0453 0.0785
H 5.261114 3.853501 4.139722 0.2257 -0.1080 -0.0658
H 1.995877 2.844442 5.917919 -0.2904 0.1743 0.1326
H 2.552803 1.185435 5.730229 -0.0897 -0.1924 0.1152
H 0.816315 1.554531 5.589836 -0.1637 0.0252 0.1471
H -0.196100 0.602408 4.137342 0.1036 0.2749 -0.0378
H -0.885983 -0.261266 2.980945 -0.0747 -0.0341 -0.1834
H 1.413184 -1.538889 4.711971 0.2129 -0.2225 0.1054
C -4.948717 -1.875305 5.691429 -0.0482 -0.0345 0.0789
S -3.568439 -2.203054 4.602954 -0.0852 -0.0140 -0.1555
O -2.361817 -1.573868 5.221630 0.0363 0.1223 0.0205
C -4.099182 -1.118096 3.272417 0.0829 0.0577 -0.0408
H -4.777973 -2.432299 6.610661 -0.0254 0.0584 0.0250
H -4.997374 -0.808877 5.913224 0.0535 0.0103 -0.0250
H -5.875002 -2.207996 5.222174 0.0429 -0.0263 -0.0585
H -4.207226 -0.101601 3.650938 0.0189 -0.0132 0.0505
H -5.045225 -1.477749 2.869480 0.0073 -0.0286 -0.0113
H -3.343606 -1.138797 2.488866 -0.0099 -0.0257 -0.0349
C -7.775086 -0.834841 -2.558712 0.1748 0.1397 -0.0144
S -6.500604 -0.711481 -3.809155 0.0187 -0.0590 0.0326
O -5.448424 0.207502 -3.294284 -0.1446 -0.0036 -0.1189
C -7.485514 0.226656 -4.986126 -0.0629 0.0673 -0.0668
H -7.354676 -1.356559 -1.702166 0.0368 -0.0223 -0.0171
H -8.092502 0.164601 -2.260918 0.0313 0.0169 -0.0168
H -8.616495 -1.399006 -2.944509 -0.0642 -0.0651 0.0155
H -7.819565 1.155423 -4.523325 0.0306 -0.0123 0.0442
H -8.340039 -0.372273 -5.301195 0.0080 -0.0200 0.0099
H -6.857468 0.448866 -5.846362 0.0387 -0.0189 0.0194
C -2.456685 6.366072 -4.579945 -0.0512 0.0970 0.0647
S -1.290399 5.011775 -4.761125 0.0586 0.0591 -0.2224
O -1.592458 4.025550 -3.695364 0.0482 -0.0630 0.1216
C 0.157726 5.938416 -4.234064 0.0357 0.0870 0.0665
H -3.446613 5.986152 -4.822299 0.0115 -0.0473 -0.0087
H -2.441164 6.726689 -3.551437 0.0203 -0.0435 0.0144
H -2.191399 7.166457 -5.270721 0.0064 -0.0184 -0.0188
H -0.002446 6.329042 -3.229023 -0.0267 -0.0494 0.0140
H 0.342279 6.751318 -4.936404 -0.0052 -0.0168 -0.0263
H 1.008399 5.259977 -4.231257 -0.0145 -0.0310 -0.0091
C -12.760926 -2.982077 -1.113686 -0.1005 0.0414 0.0735
S -11.519187 -2.909748 -2.407731 0.0618 -0.1923 -0.0447
O -10.437849 -2.001324 -1.923728 -0.2463 0.0105 0.0132
C -12.513773 -1.975718 -3.570013 -0.1358 0.1613 -0.0116
H -12.324351 -3.497692 -0.261321 0.0437 -0.0096 -0.0192
H -13.049555 -1.971129 -0.825415 0.0405 0.0165 -0.0220
H -13.623512 -3.539677 -1.477831 0.0226 -0.0257 -0.0249
H -12.816190 -1.031624 -3.115100 0.0651 -0.0057 0.0432
H -13.380636 -2.571279 -3.850703 0.0552 -0.0790 -0.0296
H -11.904421 -1.783877 -4.450574 0.0332 -0.0433 0.0047
C 10.417218 5.412853 -2.819140 0.0344 0.0906 0.0577
S 9.326749 4.275843 -3.681873 -0.0046 -0.0993 0.0856
O 9.123476 4.823192 -5.050711 -0.0015 0.1275 -0.0241
C 7.853289 4.671001 -2.738685 -0.0917 0.0292 0.0742
H 11.397868 5.354647 -3.286683 -0.0076 -0.0377 -0.0270
H 10.027308 6.427252 -2.903049 -0.0338 -0.0170 -0.0363
H 10.493237 5.116666 -1.773085 0.0056 -0.0260 -0.0040
H 7.632644 5.734214 -2.826750 0.0322 0.0061 -0.0460
H 8.007817 4.398730 -1.694353 0.0225 -0.0352 -0.0077
H 7.027253 4.092117 -3.146543 0.0271 -0.0272 -0.0380
C -0.065037 -6.302001 6.446519 -0.0665 -0.0890 -0.0132
S 1.489342 -5.404069 6.354770 0.0122 -0.0680 0.1444
O 1.293292 -4.302048 5.382134 -0.1240 0.1353 0.0365
C 2.404316 -6.693299 5.501878 0.0271 -0.0927 -0.0647
H -0.800117 -5.647804 6.910554 0.0269 0.0423 -0.0044
H -0.393073 -6.567899 5.441740 0.0306 0.0401 -0.0194
H 0.067418 -7.196074 7.056101 0.0102 0.0114 0.0138
H 1.908347 -6.932480 4.561149 -0.0289 0.0500 0.0043
H 2.465977 -7.575985 6.138396 0.0047 0.0121 0.0212
H 3.404951 -6.314935 5.303917 -0.0072 0.0488 0.0195
C -2.520991 -3.493005 10.083106 0.0737 -0.0908 -0.0031
S -3.527157 -2.051139 9.716943 0.1073 0.1212 0.0287
O -4.571272 -2.487748 8.751065 -0.0657 -0.1214 0.0353
C -2.280414 -1.179301 8.762825 0.1148 -0.0370 -0.0312
H -3.135433 -4.196184 10.641106 -0.0398 0.0274 0.0030
H -2.187826 -3.950296 9.151350 -0.0290 0.0437 -0.0307
H -1.666205 -3.192749 10.688745 -0.0066 0.0152 0.0113
H -1.966713 -1.789263 7.914613 -0.0692 0.0133 -0.0337
H -1.431740 -0.946678 9.406424 -0.0181 0.0109 0.0305
H -2.725963 -0.256543 8.398258 -0.0437 -0.0063 0.0057
C -14.136590 -6.834599 -6.500977 -0.0542 -0.0959 0.0021
S -13.765281 -5.088352 -6.313430 0.0451 -0.0063 -0.1194
O -13.353090 -4.883556 -4.899296 -0.0734 0.0566 0.1130
C -15.462175 -4.515509 -6.454928 -0.1094 -0.0040 0.0150
H -13.204223 -7.385250 -6.399695 0.0320 0.0396 0.0055
H -14.835066 -7.145390 -5.724263 0.0095 0.0440 0.0247
H -14.559541 -7.009954 -7.489942 0.0166 0.0131 -0.0127
H -16.072272 -4.983020 -5.682102 0.0419 -0.0176 0.0219
H -15.845920 -4.759739 -7.445166 0.0180 0.0088 -0.0142
H -15.462088 -3.435843 -6.321265 0.0468 0.0078 -0.0040
C 12.775753 3.850135 -8.407252 -0.0101 0.0740 -0.0828
S 12.811025 2.693365 -7.031700 -0.0154 0.0286 0.0756
O 13.060405 1.344555 -7.602891 0.0009 -0.0313 -0.0593
C 11.063064 2.806693 -6.653899 -0.0389 0.0073 -0.0413
H 13.778706 3.902228 -8.825382 0.0198 -0.0332 0.0278
H 12.078036 3.493937 -9.164983 -0.0058 -0.0448 0.0258
H 12.477444 4.833895 -8.044958 -0.0001 -0.0053 0.0182
H 10.478579 2.524548 -7.529623 0.0452 -0.0241 -0.0268
H 10.817270 3.821952 -6.346047 -0.0469 -0.0010 0.0151
H 10.849519 2.120612 -5.836558 0.0563 -0.0165 0.0126
```
Forces are in eV/Å.

Its highest occupied orbital energy is -7.755 eV. The calculation puts the calculated total energy at -7622.3251 Ha.